1.
6 unconnected molecules or ions with the total composition C33H58ClIN9O3S2. Source: OMol25; level of theory: the ωB97M-V functional and the def2-TZVPD basis.

Summary:
Gap between HOMO and LUMO = 7.7 eV
Max |F| = 10.20 eV/A
Total charge = +1
HOMO energy = -11.434 eV

Structure (XYZ):
```
107
Properties=species:S:1:pos:R:3:mulliken_charge:R:1
C -0.3993 6.2822 2.0601 -0.4960
O -0.0064 5.1731 2.9360 -0.3380
C -0.8444 3.9786 2.7569 -0.4499
C 0.0218 2.6229 2.2910 0.9702
C 1.5429 2.7903 2.8198 -0.7431
C 1.7500 2.9119 4.4376 0.2470
C 0.5997 2.8155 5.5975 -0.9789
N 3.0691 3.0746 4.8792 -0.7184
C -0.9676 1.4096 2.6661 -0.8180
C -0.5483 -0.0597 3.1517 -0.7199
C 1.0005 -0.5090 3.1624 -0.5347
C 1.7120 -0.7516 1.7037 0.5303
S 3.4825 -1.3712 1.9993 -0.2012
N -1.7301 1.1173 1.3527 0.9038
C -3.0240 1.8621 1.1446 -0.6958
C -4.2325 0.8263 0.7746 -0.6559
C -4.4696 -0.1298 2.1009 -0.1672
Cl -4.1650 -1.9208 1.6289 -0.1973
C -0.6656 1.1849 0.2851 -1.5265
N -0.4259 0.3913 -0.8322 1.4896
C -1.3675 -0.7737 -1.1383 0.4969
C -0.5970 -2.2392 -1.2209 -0.9815
C -1.2088 -3.3452 -0.1243 0.1803
C -0.2967 -4.7065 -0.0745 -0.7748
O 0.8865 -4.6375 0.7949 -0.2416
C 0.7716 -5.5038 1.9771 0.5966
C 1.2424 -4.8691 3.4504 -0.5358
O 0.3709 -6.7770 2.0020 -0.5567
C 0.7637 0.5896 -1.7651 -0.8097
C 0.3281 1.0834 -3.2634 -0.5350
C 0.2947 -0.2202 -4.2870 -0.6871
I -1.5622 2.1914 -3.3069 0.0036
N 0.1792 2.3724 0.7903 0.3460
S -0.1017 3.7193 -0.2740 -0.2211
H 0.3210 6.2296 1.1111 0.1730
H -1.5340 6.3310 1.7821 0.2462
H -0.1499 7.3235 2.5888 0.2550
H -1.7674 4.1812 2.0294 0.3720
H -1.3529 3.7871 3.8220 0.1196
H 2.0816 3.7448 2.3424 0.4902
H 2.2305 1.8797 2.4660 0.0902
H -0.4217 2.3651 5.2365 0.1344
H 1.0610 2.2699 6.5314 0.4424
H 0.3682 3.9276 5.9622 0.2809
H 3.0979 3.1414 5.9215 0.3030
H -1.8407 1.7042 3.4326 1.1013
H -1.1469 -0.8514 2.4867 -0.1472
H -0.9781 -0.2231 4.2541 0.3829
H 1.7391 0.1880 3.7883 0.2257
H 1.0596 -1.5645 3.7230 0.2666
H 1.8350 0.2311 1.0530 -0.0160
H 1.0928 -1.5872 1.1353 -0.4780
H 4.1737 -0.2162 2.4144 0.1912
H -3.2935 2.5934 2.0483 0.3330
H -2.8953 2.5886 0.2075 0.2344
H -5.1951 1.3891 0.4035 0.4242
H -3.9324 0.1677 -0.1263 0.2247
H -3.7772 0.1736 3.0000 0.1101
H -5.5928 0.0457 2.4177 0.3573
H -1.9550 -0.6271 -2.1368 0.3026
H -2.1325 -0.9483 -0.2812 -0.7064
H -0.6819 -2.7177 -2.3028 0.3122
H 0.5574 -2.1692 -0.9547 0.1751
H -2.2839 -3.6056 -0.5162 0.4040
H -1.2696 -2.8276 0.9267 -0.1745
H -1.0184 -5.6038 0.1315 0.3562
H 0.1169 -4.8680 -1.1825 0.2984
H 0.4857 -4.0829 3.8736 0.1906
H 1.4125 -5.7952 4.1803 0.2046
H 2.3279 -4.4077 3.2920 0.1787
H 1.5471 1.3877 -1.3460 0.3504
H 1.4088 -0.4049 -1.9086 0.4068
H 1.1799 1.8325 -3.6271 0.4788
H -0.7556 -0.7385 -4.3407 0.2248
H 1.1130 -1.0167 -3.9796 0.2563
H 0.6227 0.1922 -5.3550 0.1108
H 0.9764 3.7945 -1.1773 0.1870
C -1.2230 2.5021 -7.4053 -0.5561
C 0.1727 1.9025 -7.3484 0.5143
N 1.3304 1.4051 -7.3011 -0.6260
H -1.9701 1.7046 -7.4430 0.2611
H -1.4015 3.1157 -6.5181 0.1293
H -1.3240 3.1271 -8.2969 0.3920
C -5.7370 4.6456 -4.1663 -0.7657
C -4.3739 4.5532 -4.8324 0.4535
N -3.2431 4.4765 -5.3851 -0.5208
H -6.4152 5.2389 -4.7857 0.3121
H -6.1572 3.6445 -4.0366 0.2595
H -5.6415 5.1214 -3.1863 0.2669
C 3.2635 -8.6875 4.4228 -0.4898
C 3.3652 -8.0038 5.7766 0.3322
N 3.4495 -7.4366 6.8997 -0.4322
H 2.4676 -8.2267 3.8314 0.0920
H 4.2098 -8.5897 3.8838 0.2438
H 3.0383 -9.7491 4.5573 0.2746
C -0.1990 0.2431 -11.2667 -0.7254
C -0.7064 1.6096 -10.8359 0.4418
N -1.1274 2.7433 -10.4787 -0.5391
H -1.0409 -0.3954 -11.5484 0.2715
H 0.4711 0.3476 -12.1243 0.2771
H 0.3460 -0.2284 -10.4443 0.2579
C 6.4764 -3.9439 2.2605 -0.6001
C 7.1215 -2.6048 2.5783 0.3527
N 7.6568 -1.4939 2.8421 -0.4548
H 7.2048 -4.6044 1.7821 0.3112
H 6.1203 -4.4140 3.1812 0.2344
H 5.6295 -3.7984 1.5842 0.1782
```


2.
A molecular structure, C33H59BN11O2ReSbSi. Source: OMol25; level of theory: the ωB97M-V functional and the def2-TZVPD basis.

Summary:
Gap between HOMO and LUMO (alpha / beta) = 7.4 / 6.0 eV
Spin multiplicity = 3
Max |F| = 0.24 eV/A
Total charge = +3
Energy relative to the best compared isomer or geometry (same formula, charge and spin) = 0.0000 eV
HOMO energy (alpha / beta) = -15.623 / -15.624 eV

Structure (XYZ):
```
109
Properties=species:S:1:pos:R:3:mulliken_spin:R:1
Re -0.0796 -0.2702 0.0082 1.5034
C -2.6897 0.1993 -2.7686 0.0073
C -2.8473 0.7961 -1.4171 -0.0059
C -3.9017 1.6287 -1.0725 -0.0012
C -3.7246 1.9167 0.2607 0.0242
N -2.6415 1.2753 0.7002 0.0000
N -2.0488 0.5988 -0.3338 0.0148
B -1.9778 1.4026 2.0889 0.0257
N -1.6013 -0.0109 2.6016 -0.0064
C -2.0345 -0.6133 3.7081 0.0252
C -1.4722 -1.8771 3.7654 0.0078
C -0.6727 -1.9861 2.6381 0.0125
C 0.1941 -3.1393 2.2784 0.0110
N -0.7498 -0.8294 1.9371 0.0592
N -0.6613 2.1621 1.8334 -0.0181
C -0.2454 3.3136 2.3624 0.0169
C 1.0413 3.5542 1.9341 0.0040
C 1.3775 2.4792 1.1291 0.0060
C 2.7324 2.3028 0.5400 0.0115
N 0.3233 1.6272 1.0372 0.0278
N -2.8814 2.0417 3.0922 -0.0020
C -4.1944 1.7485 3.3588 -0.0005
C -4.4719 2.1630 4.6254 0.0002
C -3.2483 2.6887 5.1189 0.0001
C -2.9806 3.2842 6.4588 0.0000
N -2.3003 2.5877 4.2091 -0.0001
H -3.4472 -0.5678 -2.9188 0.0026
H -2.8648 0.9660 -3.5209 0.0009
H -1.7270 -0.2671 -2.9255 -0.0064
H -4.6921 1.9687 -1.7197 -0.0001
H -4.2940 2.5504 0.9185 0.0015
H -2.7086 -0.1094 4.3832 0.0023
H -1.6018 -2.6151 4.5384 -0.0003
H 0.0414 -3.9427 2.9959 -0.0003
H -0.0224 -3.5104 1.2789 -0.0029
H 1.2491 -2.8684 2.3021 0.0011
H -0.8834 3.8525 3.0410 0.0010
H 1.6723 4.3879 2.1911 -0.0006
H 3.0287 3.2076 0.0093 0.0011
H 3.4541 2.1611 1.3458 0.0012
H 2.8133 1.4550 -0.1238 -0.0082
H -4.8332 1.2590 2.6420 -0.0001
H -5.4196 2.1159 5.1348 0.0000
H -3.7122 4.0576 6.6893 0.0000
H -3.0512 2.5258 7.2392 0.0000
H -1.9852 3.7211 6.4889 0.0000
N -3.3374 -4.6379 -1.4472 -0.0003
C -2.6405 -3.8727 -0.3626 -0.0025
C -1.8976 -2.7079 -1.0417 0.0160
O -2.0871 -2.5295 -2.2312 0.0127
O -1.1603 -2.0578 -0.2205 0.1031
H -2.9385 -5.5652 -1.5983 -0.0001
H -3.1887 -4.0650 -2.3055 0.0004
H -4.3379 -4.7514 -1.2821 0.0001
H -1.9558 -4.5243 0.1734 -0.0004
H -3.3747 -3.4854 0.3406 -0.0001
C 2.3290 -3.9204 -0.2160 -0.0020
Si 1.5855 -3.1414 -1.7511 0.0163
C 0.3744 -4.3818 -2.4483 0.0016
C 2.9387 -2.8648 -3.0169 -0.0015
C 0.8378 -1.3257 -1.7127 -0.0118
H 3.2205 -4.4645 -0.5407 0.0005
H 1.6560 -4.6633 0.2144 0.0002
H 2.6349 -3.2482 0.5815 0.0007
H 0.9537 -5.2651 -2.7311 -0.0002
H -0.1489 -4.0227 -3.3344 -0.0004
H -0.3461 -4.7158 -1.6990 -0.0005
H 3.4416 -3.8094 -3.2366 -0.0006
H 3.7148 -2.1694 -2.6778 0.0002
H 2.5443 -2.4787 -3.9598 -0.0005
H 0.0242 -1.4171 -2.4395 0.0346
H 1.6067 -0.7739 -2.2615 0.0162
C 0.2081 0.0597 -4.8516 0.0042
C -0.0466 1.3739 -4.1256 -0.0077
Sb 0.5641 1.5448 -2.0729 0.0406
C 2.6267 1.6294 -2.6818 -0.0038
C 3.0417 3.0656 -2.9942 -0.0025
C -0.0980 3.5044 -1.5287 -0.0143
C -0.7600 4.2575 -2.6776 -0.0015
H 0.0332 0.2058 -5.9180 0.0006
H -0.4544 -0.7424 -4.5267 -0.0006
H 1.2383 -0.2832 -4.7418 -0.0009
H -1.0708 1.7130 -4.2308 -0.0013
H 0.5865 2.1592 -4.5490 -0.0006
H 2.6404 1.0223 -3.5893 0.0006
H 3.2993 1.1630 -1.9674 0.0016
H 2.3897 3.5269 -3.7378 0.0003
H 4.0513 3.0769 -3.4051 -0.0001
H 3.0401 3.7005 -2.1087 0.0002
H 0.7732 4.0358 -1.1452 -0.0003
H -0.7839 3.3586 -0.6924 0.0042
H -0.0865 4.4040 -3.5219 0.0000
H -1.0637 5.2457 -2.3315 -0.0012
H -1.6561 3.7511 -3.0380 0.0000
C 5.4438 -1.2196 0.0555 -0.0005
C 4.1386 -0.9332 0.7085 0.0198
C 3.8048 -0.6693 2.0221 0.0173
C 2.4299 -0.4496 2.0600 0.0245
N 1.9109 -0.6156 0.8104 0.0055
N 2.9951 -0.8677 0.0202 0.0129
C 1.7189 -0.0657 3.3165 0.0040
H 6.1599 -1.5724 0.7934 0.0003
H 5.8526 -0.3167 -0.4014 0.0023
H 5.3422 -1.9810 -0.7184 0.0006
H 4.4772 -0.6204 2.8624 -0.0002
H 2.8704 -1.0798 -0.9535 -0.0065
H 2.4500 0.3778 3.9900 0.0020
H 1.3096 -0.9398 3.8230 0.0014
H 0.9155 0.6482 3.1680 0.0007
```


Number 1: energy -3564.1003 Eh. Number 2: energy -2677.7967 Eh.